Below is a molecular structure, C36H94F3N8O10Sr in a non-equilibrium geometry, with properties calculated with ωB97M-V/def2-TZVPD.

XYZ file:
```
152
Properties=species:S:1:pos:R:3:lowdin_charge:R:1
Sr -3.0427 0.6655 0.9018 1.5401
C 0.5304 -0.3769 0.4166 -0.4807
O 0.7376 1.0057 0.5581 -0.1513
O -0.7784 -0.6983 0.4820 -0.2713
C 1.2281 -0.9368 -0.8562 -0.4899
F 1.3513 0.0405 -1.8083 0.0953
F 2.5107 -1.3295 -0.5677 0.1061
F 0.6118 -1.9874 -1.4211 0.1363
C 2.0176 1.5110 0.9527 -0.2221
C 1.9947 2.9739 0.5206 -0.0454
H 3.0261 3.3250 0.4048 0.0850
H 1.4542 3.1323 -0.4069 0.0603
H 1.6233 3.6883 1.2603 0.0576
H 2.8078 0.9209 0.4818 0.1180
H 2.2827 1.4732 2.0165 0.1069
H 1.0564 -0.8918 1.2417 0.1467
C 2.8760 0.0107 -5.5437 -0.0389
C 1.5453 0.8054 -5.4846 -0.3947
C 0.3592 -0.0386 -5.0772 -0.2357
O 0.1307 -1.0864 -5.9825 -0.1738
C -1.1288 -1.6778 -5.8672 -0.1205
N 1.7111 1.9557 -4.5633 0.0398
H 3.4901 0.0100 -4.6481 0.0697
H 3.4134 0.5017 -6.3563 0.0799
H 2.6051 -1.0114 -5.8181 0.0681
H 1.2403 1.1956 -6.4586 0.1363
H -0.5236 0.6075 -4.9851 0.1126
H 0.5419 -0.4626 -4.0782 0.1059
H -1.1456 -2.6434 -6.3708 0.0919
H -1.8928 -1.0446 -6.3347 0.0921
H -1.4236 -1.8753 -4.8279 0.0754
H 1.4653 1.6272 -3.6269 0.0427
H 2.6860 2.1852 -4.4045 0.0675
C -0.9194 6.8682 0.7977 -0.0400
C -1.9373 6.0642 1.5960 -0.4081
C -3.0127 7.0196 2.1446 -0.2298
O -2.4650 7.9447 3.0503 -0.1723
C -3.4222 8.8834 3.4620 -0.1222
N -2.5760 5.0991 0.6954 0.0261
H 0.0510 6.3727 0.8066 0.0751
H -0.7177 7.7994 1.3364 0.0807
H -1.3153 7.1850 -0.1650 0.0858
H -1.5110 5.4954 2.4234 0.1301
H -3.7949 6.4394 2.6551 0.1238
H -3.4690 7.5592 1.3016 0.1320
H -4.4487 8.5077 3.5532 0.0856
H -3.5826 9.6854 2.7283 0.0910
H -3.1791 9.3866 4.3935 0.0895
H -3.1487 5.5494 -0.0118 0.0870
H -3.1886 4.4321 1.1520 0.0615
C -0.2053 0.3880 3.9287 -0.0385
C -1.1152 1.5891 4.0578 -0.3837
C -0.4386 2.8257 4.7186 -0.1905
O 0.4915 3.3990 3.8396 -0.2106
C 1.2652 4.4413 4.3589 -0.1007
N -1.4930 2.0054 2.7035 -0.0173
H 0.0780 -0.0152 4.9027 0.0915
H 0.7183 0.5463 3.3746 0.0653
H -0.7772 -0.3840 3.4042 0.0675
H -1.9834 1.3528 4.6741 0.1402
H 0.0296 2.7314 5.7023 0.1313
H -1.3302 3.4690 4.8313 0.1221
H 1.5742 4.3619 5.4061 0.0932
H 0.6567 5.3648 4.4050 0.0908
H 2.0579 4.6759 3.6532 0.0892
H -0.6248 2.2495 2.2274 0.0709
H -2.0302 2.8729 2.7030 0.0671
C 1.1458 -3.8230 -3.9155 -0.0664
C 2.4661 -4.1390 -4.5656 -0.4134
C 3.6364 -3.4455 -3.8870 -0.2036
O 4.8906 -3.8550 -4.4255 -0.1995
C 5.9801 -3.4863 -3.6137 -0.1102
N 2.7121 -5.5996 -4.4992 0.0355
H 0.3085 -4.1834 -4.5148 0.0818
H 0.9234 -2.7636 -3.7668 0.0549
H 1.0860 -4.2736 -2.9217 0.0601
H 2.4767 -4.0303 -5.6559 0.1449
H 3.6707 -3.8146 -2.8519 0.1237
H 3.5853 -2.3503 -3.9348 0.1111
H 5.7575 -3.6142 -2.5496 0.0850
H 6.2134 -2.4409 -3.8509 0.0877
H 6.8635 -4.0798 -3.8449 0.0869
H 3.0350 -5.8279 -3.5587 0.0712
H 3.5257 -5.7954 -5.0723 0.0667
C 4.3771 -2.1243 5.2401 -0.0569
C 4.7914 -1.1423 4.1157 -0.4228
C 6.1800 -1.2432 3.5167 -0.2244
O 6.2787 -0.3633 2.4326 -0.1932
C 7.5691 -0.1262 1.9577 -0.1176
N 3.8066 -1.3880 3.0353 0.0373
H 3.3049 -1.9775 5.3787 0.0614
H 4.7734 -1.7845 6.2008 0.0739
H 4.5437 -3.1294 4.8653 0.0779
H 4.6716 -0.0941 4.4260 0.1325
H 6.3237 -2.2977 3.2340 0.1360
H 6.9424 -1.0166 4.2707 0.1320
H 8.1242 -1.0539 1.7403 0.0902
H 8.2780 0.3085 2.6762 0.0894
H 7.4807 0.4485 1.0417 0.0895
H 3.0346 -0.7375 3.0751 0.0425
H 4.2949 -1.2445 2.1560 0.0598
C -5.0485 -3.4108 1.9519 -0.0399
C -4.5900 -2.1619 1.2156 -0.4202
C -5.7160 -1.1779 0.8885 -0.1798
O -5.3497 0.0826 0.2778 -0.3658
C -6.5648 0.7896 0.0129 -0.0666
N -3.5895 -1.4772 2.0523 -0.0787
H -5.7409 -3.9195 1.2681 0.0913
H -5.6973 -3.2562 2.8189 0.0921
H -4.2010 -4.0368 2.2167 0.0760
H -4.0754 -2.4650 0.2985 0.1380
H -6.2426 -0.9140 1.8140 0.1399
H -6.3975 -1.7361 0.2395 0.1394
H -7.3606 0.1771 -0.4115 0.1022
H -6.2691 1.5810 -0.6748 0.1017
H -6.9756 1.2064 0.9379 0.1006
H -2.7701 -2.0797 1.9852 0.0235
H -3.9319 -1.6304 2.9988 0.1001
C -1.0416 -5.9167 2.3602 -0.0571
C -0.7460 -4.7311 1.4402 -0.4057
C -1.1561 -4.9248 -0.0041 -0.1878
O -0.2851 -5.9020 -0.5455 -0.1909
C -0.4757 -6.2156 -1.9008 -0.1086
N -1.4090 -3.5363 1.9970 0.0317
H -0.6417 -5.7274 3.3539 0.0764
H -0.5455 -6.7782 1.9019 0.0803
H -2.0793 -6.2519 2.4272 0.0742
H 0.3332 -4.5900 1.5510 0.1420
H -0.9899 -4.0404 -0.6303 0.1208
H -2.1861 -5.3047 -0.0154 0.1321
H -1.4079 -6.7810 -2.0486 0.0893
H 0.3146 -6.9152 -2.1600 0.0968
H -0.5453 -5.3426 -2.5554 0.0610
H -1.0302 -3.1968 2.8715 0.0844
H -1.3627 -2.7536 1.3477 0.0320
C -1.0826 3.3817 -2.6434 -0.0319
C -1.9807 2.3993 -1.9113 -0.3806
C -1.9981 0.9468 -2.4259 -0.1534
O -3.0108 0.2603 -1.7044 -0.2946
C -3.8421 -0.6576 -2.3475 -0.0841
N -1.6993 2.3581 -0.4461 -0.0593
H -1.4369 4.4092 -2.6317 0.0798
H -0.7733 3.1063 -3.6559 0.0704
H -0.1006 3.3499 -2.1588 0.0679
H -3.0163 2.7522 -1.9903 0.1346
H -1.0170 0.5070 -2.2229 0.1189
H -2.2271 0.8524 -3.4882 0.1235
H -3.3493 -0.9948 -3.2641 0.0913
H -4.8521 -0.2875 -2.5644 0.0969
H -4.0703 -1.5647 -1.7775 0.0825
H -0.7852 1.9123 -0.3196 0.0499
H -1.6333 3.3543 -0.2226 0.0462
```

Maximum force, Eh/bohr: 0.052
HOMO-LUMO gap, eV: 7.56
HOMO level, eV: -10.450
Net charge: +1
Relative energy (zero: lowest compared OMol25 entry of this formula, charge and spin), eV: 0.398